A structure of composition C29H28AsBrFeO9SSi at a distorted geometry, computed with wB97M-V/def2-TZVPD.

XYZ file:
```
71
C29H28AsBrFeO9SSi wB97M-V/def2-TZVPD
C 16.303 -20.399 -7.003
C 17.023 -18.095 -7.174
H 11.939 -18.207 -10.494
C 13.092 -12.214 -10.020
H 9.903 -18.491 -9.123
O 16.571 -13.363 -8.293
O 11.799 -14.023 -4.936
O 14.964 -15.579 -9.186
C 12.531 -17.943 -9.639
C 13.781 -10.371 -11.402
H 13.507 -18.395 -9.894
H 10.099 -18.464 -7.313
H 11.616 -20.332 -9.548
C 11.479 -20.664 -3.856
C 10.598 -14.293 -5.272
Si 12.927 -18.024 -6.797
H 14.190 -20.778 -6.731
As 14.976 -13.988 -8.546
C 12.081 -20.106 -8.575
C 8.729 -12.455 -2.417
C 15.676 -17.700 -7.209
H 12.861 -20.808 -5.440
C 10.410 -18.549 -3.541
H 16.582 -21.451 -6.809
H 17.866 -17.364 -7.085
C 14.675 -18.629 -7.056
C 12.749 -11.091 -10.788
C 10.671 -19.828 -3.077
C 11.960 -18.609 -8.420
H 11.001 -16.945 -4.921
S 11.619 -12.941 -9.257
C 11.133 -18.002 -4.634
C 9.568 -13.970 -4.197
C 14.416 -12.540 -9.770
C 12.184 -20.139 -4.952
H 13.484 -9.468 -11.944
H 15.894 -10.110 -11.655
O 10.738 -13.136 -10.348
Fe 12.563 -14.534 -6.810
H 7.266 -13.354 -1.086
H 11.536 -20.665 -7.808
Br 9.983 -11.040 -4.464
O 14.170 -13.616 -6.963
C 10.518 -18.096 -8.268
H 15.424 -16.635 -7.326
O 10.397 -14.777 -6.395
C 7.946 -14.699 -2.558
H 10.227 -20.204 -2.143
H 7.288 -15.518 -2.243
H 11.713 -10.799 -10.871
H 12.699 -16.803 -9.550
H 10.489 -17.033 -8.318
H 16.430 -12.193 -10.420
C 9.414 -12.680 -3.610
C 8.783 -14.983 -3.650
C 12.063 -18.805 -5.284
H 18.342 -19.840 -7.400
O 11.308 -11.988 -8.205
H 8.801 -15.989 -4.067
H 13.133 -20.473 -8.599
C 15.094 -10.723 -11.255
H 8.855 -11.455 -1.955
C 14.986 -20.012 -6.934
C 7.927 -13.482 -1.944
O 12.868 -16.404 -6.757
C 15.396 -11.868 -10.501
C 17.311 -19.485 -7.214
O 12.009 -14.280 -8.645
H 11.552 -21.750 -3.667
H 9.758 -17.892 -2.933
H 17.040 -14.090 -7.908
```

Calculated values
Charge ... -1
HOMO (spin up / spin down) ... -5.887 / -5.876 eV
Multiplicity ... 6
ΔE to the lowest compared entry with this formula, charge and spin ... 20.6 kcal per mole